Entry 1:
C24H26N4O4S in the gas phase, computed with ωB97M-V/def2-TZVPD.

Geometry as XYZ:
```
59
Properties=species:S:1:pos:R:3:forces:R:3:mulliken_charge:R:1
H 0.104385 1.861330 3.164018 -0.085 -0.148 -0.214 0.35
N 0.834177 1.705597 2.476609 0.151 0.196 0.149 -0.71
C 0.466555 0.983236 1.497673 -0.041 0.290 0.809 0.48
C -0.837945 0.389147 1.270277 -0.803 -0.164 0.256 0.31
S -2.229397 0.710519 2.364663 -0.043 0.022 -0.178 1.51
O -1.782751 1.360397 3.571383 0.185 -0.309 0.038 -0.83
O -3.247837 1.371189 1.593544 -0.102 -0.333 -0.121 -0.71
C -2.782666 -0.943471 2.771768 0.176 0.522 -0.145 -0.05
C -3.955951 -1.436869 2.235732 -0.100 0.156 -0.101 -0.05
C -4.345017 -2.729156 2.537633 0.113 0.008 0.078 -0.82
C -3.566855 -3.528560 3.370437 -0.018 0.053 -0.059 0.96
C -4.008442 -4.920243 3.702386 -0.034 0.012 0.030 -1.42
C -2.390599 -3.007666 3.900186 0.002 0.105 -0.055 -0.90
C -1.994067 -1.716294 3.600889 0.072 -0.020 0.131 -0.38
C -1.096271 -0.408087 0.215511 0.177 0.096 -0.003 -0.78
C -0.077904 -0.691225 -0.729889 0.191 0.136 -0.010 -0.10
C -0.322750 -1.554182 -1.838633 -0.189 0.121 0.354 -0.20
O -1.343005 -2.164782 -2.086432 -0.023 0.011 -0.036 -0.72
N 0.802994 -1.682550 -2.727960 0.435 0.311 0.183 0.12
C 0.649686 -2.469064 -3.827869 0.053 -0.493 -0.781 -0.44
C 1.643740 -2.655687 -4.736332 -0.378 0.053 0.327 0.77
C 1.459467 -3.519963 -5.941124 0.003 0.018 0.019 -1.53
C 2.878050 -1.995939 -4.505909 -0.066 0.232 0.399 -0.52
C 3.041526 -1.210014 -3.409963 0.056 -0.235 -0.392 -0.76
C 1.987594 -1.029037 -2.475625 -0.213 -0.058 0.048 0.31
N 2.182388 -0.261582 -1.431362 0.229 0.298 0.322 -0.41
C 1.179052 -0.080118 -0.558673 -0.348 -0.622 -0.598 0.76
N 1.422089 0.709519 0.505801 -0.062 -0.136 -0.235 0.04
C 2.717881 1.356701 0.620364 0.641 0.328 -0.035 -1.33
C 2.809802 2.594847 -0.269262 -0.334 0.146 0.147 -0.46
C 1.767903 3.647020 0.099041 0.177 -0.049 0.117 -0.46
O 2.032549 4.809598 -0.657509 0.165 -0.143 -0.078 -0.41
C 1.039647 5.806031 -0.564465 -0.106 0.226 0.049 -0.20
C 0.962415 6.487664 0.800420 0.095 -0.304 -0.313 -1.12
H -4.545718 -0.796879 1.598110 -0.111 0.025 -0.098 0.51
H -5.260638 -3.125464 2.123971 -0.094 -0.029 -0.055 0.39
H -4.821832 -4.887872 4.427202 -0.046 -0.070 0.049 0.30
H -4.375544 -5.428926 2.813594 -0.021 -0.085 -0.026 0.37
H -3.193340 -5.497970 4.130009 0.019 -0.082 0.023 0.35
H -1.781831 -3.618127 4.550983 0.059 -0.058 0.056 0.34
H -1.088674 -1.294960 4.009900 0.145 -0.024 0.096 0.47
H -2.076560 -0.833829 0.061868 -0.110 -0.102 -0.033 0.69
H -0.327868 -2.924147 -3.908368 0.040 0.031 0.025 0.44
H 2.192013 -4.325703 -5.941875 0.007 -0.092 -0.051 0.34
H 0.463031 -3.951234 -5.960071 -0.053 -0.064 -0.063 0.36
H 1.607011 -2.935899 -6.848314 -0.024 -0.017 -0.103 0.34
H 3.682789 -2.127012 -5.213399 0.133 0.017 -0.059 0.44
H 3.961819 -0.691054 -3.200627 0.068 0.055 0.043 0.50
H 3.480489 0.636346 0.321924 -0.083 0.086 0.138 0.42
H 2.826625 1.634102 1.669273 0.091 -0.126 -0.185 0.62
H 2.686456 2.309469 -1.314617 0.061 0.032 -0.030 0.21
H 3.798299 3.039691 -0.154929 0.074 -0.010 0.005 0.37
H 0.752622 3.282272 -0.124066 0.035 0.039 0.061 0.36
H 1.823081 3.852527 1.175861 -0.071 -0.012 -0.117 0.29
H 1.313929 6.537866 -1.329438 -0.139 -0.048 0.054 0.33
H 0.056607 5.380012 -0.820034 0.093 0.048 -0.044 0.30
H 0.285716 7.335800 0.742671 -0.091 0.101 0.037 0.40
H 1.947958 6.840524 1.094241 0.085 0.066 0.054 0.27
H 0.593115 5.802159 1.558802 -0.042 -0.008 0.122 0.30
```
Positions in Å, forces in eV/Å.

Its spin multiplicity is 1. The value obtained for the LUMO energy is -0.64 eV. The HOMO energy is -0.2974 Ha.

Entry 2:
2 unconnected molecules or ions with the total composition CH5IN2S at a distorted geometry, computed with ωB97M-V/def2-TZVPD.

Geometry as XYZ:
```
10
Properties=species:S:1:pos:R:3:forces:R:3:mulliken_charge:R:1
C -0.984042 -0.205878 0.205597 1.538 0.023 -0.915 -0.33
N 1.205948 -0.376556 -0.503807 -1.543 0.278 1.904 -0.46
N -1.046664 0.347951 1.418317 0.045 0.314 0.592 -0.51
S 1.351227 -0.455596 -2.128252 -0.047 0.214 -1.015 -0.10
I -0.170934 2.240600 1.757085 -0.104 -0.412 -0.192 0.08
H -1.266521 0.407511 -0.633385 0.005 0.039 -0.185 0.32
H -1.103621 -1.272022 0.124764 -0.060 -0.182 0.109 0.33
H 1.358774 -1.301892 -0.111558 0.092 -0.105 -0.147 0.21
H -0.765737 -0.264008 2.173286 -0.006 0.005 0.039 0.33
H 1.421569 0.879889 -2.302045 0.081 -0.176 -0.190 0.12
```
Positions in Å, forces in eV/Å.

Its spin multiplicity is 1. The value obtained for the LUMO energy (spin up / spin down) is -0.95 / -0.73 eV. The HOMO energy (spin up / spin down) is -0.2444 / -0.2750 Ha.

Entry 3:
A molecular structure, C46H45AsCeNP2Se4Si at a distorted geometry, computed with ωB97M-V/def2-TZVPD.

Geometry as XYZ:
```
101
Properties=species:S:1:pos:R:3:forces:R:3:mulliken_charge:R:1
Ce 1.396626 0.473485 1.441394 -1.210 -0.321 -0.213 1.35
N 0.506469 -3.033246 0.974994 0.133 -0.426 -0.178 -0.23
P -0.319622 -2.003725 -0.194559 1.380 -0.748 0.743 0.99
C -2.042433 -2.380161 0.096073 -1.462 0.255 -0.263 0.37
C -2.921936 -1.283442 0.192596 1.061 -0.487 0.314 -0.32
C -4.265085 -1.474480 0.446948 -0.927 0.605 -0.217 -0.47
C -4.740763 -2.752990 0.635946 -0.525 -0.462 -0.257 -0.43
C -3.934955 -3.855017 0.371311 0.398 -0.213 0.473 -0.86
C -2.586715 -3.672766 0.126306 -0.051 0.837 0.078 -0.33
C 0.034247 -3.085519 -1.656440 0.227 0.107 -0.553 0.01
C 1.329916 -3.589695 -1.830629 1.109 -0.162 -0.646 0.15
C 1.596783 -4.547373 -2.849305 -0.585 0.930 0.798 -0.72
C 0.584828 -4.963146 -3.687767 -1.056 -0.047 -0.035 -0.49
C -0.688686 -4.359951 -3.627329 0.447 0.719 0.052 -0.57
C -0.928981 -3.397012 -2.647729 -0.443 0.063 0.132 -0.69
P 1.203394 -2.626847 2.492831 0.593 2.430 -1.287 0.62
C 2.451894 -3.892325 2.794796 -0.146 -0.961 0.943 0.36
C 2.980248 -4.644312 1.757706 -0.725 -0.216 -0.073 0.10
C 3.782194 -5.741027 2.038932 1.333 0.099 -0.937 -0.67
C 4.253983 -6.013288 3.322949 -0.685 -0.315 -0.818 -0.58
C 3.719489 -5.273654 4.364218 0.566 -0.489 0.469 -0.47
C 2.844398 -4.250354 4.113457 -0.824 1.194 -0.374 -0.65
C -0.114942 -2.687398 3.673992 -0.946 -0.612 0.438 0.82
C -1.222818 -3.534604 3.470193 0.676 1.782 1.596 -0.58
C -2.315654 -3.401812 4.302958 -0.831 0.067 0.841 -0.58
C -2.339117 -2.466566 5.362564 1.378 -0.466 -0.760 -0.67
C -1.176773 -1.710171 5.602532 -0.726 0.537 0.628 -0.46
C -0.121512 -1.756907 4.714150 0.330 -0.737 0.031 -0.71
H 0.815840 -3.923072 0.595570 -0.397 -0.036 0.054 0.31
H -2.462502 -0.307071 0.192050 -0.200 0.303 -0.267 0.09
H -5.023243 -0.667098 0.418296 0.931 -0.262 0.440 0.38
H -5.768427 -2.872986 0.968981 0.057 -0.153 -0.317 0.41
H -4.295128 -4.877406 0.400773 -0.258 0.161 0.152 0.38
H -1.955316 -4.522103 -0.005310 0.392 -0.499 -0.163 0.49
H 2.230091 -3.185852 -1.282023 -1.319 -0.552 -0.186 0.00
H 2.591950 -4.930296 -2.994103 0.211 -0.075 0.147 0.48
H 0.744020 -5.774437 -4.379855 0.184 0.048 -0.277 0.39
H -1.473377 -4.508734 -4.388667 0.606 -0.297 0.511 0.37
H -1.908721 -2.881392 -2.687861 0.667 -0.392 0.411 0.41
H 2.669842 -4.445259 0.727318 0.359 -0.101 0.334 0.08
H 4.150698 -6.271593 1.147830 -0.072 -0.080 0.691 0.33
H 4.940520 -6.836979 3.501780 -0.139 0.166 -0.032 0.38
H 3.980007 -5.550808 5.387289 -0.053 0.324 -0.222 0.37
H 2.461036 -3.684390 4.960586 -0.128 -0.092 -0.159 0.34
H -1.134428 -4.186164 2.666128 -0.372 -1.318 -1.193 0.60
H -3.196513 -4.053474 4.252742 0.399 0.223 -0.458 0.39
H -3.243659 -2.431380 5.944676 0.079 0.250 0.395 0.46
H -1.020305 -1.020368 6.455861 -0.722 -0.491 -0.541 0.34
H 0.721413 -1.094199 4.895140 0.000 -0.140 -0.216 0.40
Se 3.609352 -1.177791 0.357039 0.368 -0.105 0.048 -0.41
Se 4.084933 0.066821 2.249872 0.368 0.936 -1.151 -0.36
Se 3.326789 2.503988 1.138029 1.153 -0.584 1.081 -0.44
Se 2.095127 2.897234 3.040110 0.180 0.191 -0.443 -0.39
C -3.525759 1.834351 2.218542 1.431 -0.245 -0.220 -0.82
Si -1.762138 2.368935 2.854404 0.296 -0.372 0.822 0.10
C -1.208795 3.932290 1.913137 -1.388 0.525 0.109 -0.58
C -1.940082 2.893228 4.713000 -0.226 0.054 -0.228 -1.19
C -0.593351 0.873352 2.751915 -1.477 -0.062 -0.358 -0.04
H -4.191627 2.671031 1.989579 0.048 -0.100 0.235 0.48
H -3.974989 1.120821 2.949431 0.226 0.421 -0.773 0.28
H -3.259064 1.349540 1.243836 -0.646 0.075 0.762 -0.09
H -0.332263 4.401655 2.309983 0.680 -0.003 0.495 0.36
H -2.011803 4.710362 2.065641 0.484 -0.722 -0.339 0.37
H -1.014045 3.829343 0.844231 -0.292 -0.182 0.024 -0.28
H -3.033295 2.826359 4.931460 0.756 0.228 0.141 0.32
H -1.586244 3.939655 4.866420 -0.334 -0.692 0.038 0.33
H -1.398101 2.216382 5.417023 -0.385 0.499 -0.601 0.27
H -1.246477 -0.024243 2.810075 0.143 0.178 -0.077 -0.03
H 0.089329 0.783805 3.613272 -0.214 0.306 0.249 0.41
C -2.076526 3.875920 -5.916522 -0.185 -1.502 -1.152 -0.29
C -1.626573 2.575449 -5.525707 -0.078 0.810 0.599 -0.72
C -1.050903 2.391614 -4.248941 -0.728 0.293 -1.535 -0.20
C -0.927078 3.450314 -3.376447 0.205 1.276 -0.118 0.24
C -1.342486 4.735526 -3.779627 -0.687 -0.962 -0.244 -0.28
C -1.953234 4.940810 -5.050778 0.722 0.038 1.594 -0.72
As 0.083715 3.149880 -1.687101 0.726 0.601 -0.007 0.30
C 1.071661 4.881050 -1.842815 -0.178 -0.499 -0.986 0.01
C 0.676416 6.126713 -1.390650 1.162 0.367 -0.005 -0.36
C 1.233547 7.277927 -1.962785 0.214 -0.293 0.595 -0.64
C 2.183273 7.170871 -2.957755 0.216 0.977 -1.829 -0.66
C 2.550992 5.945792 -3.493736 -1.233 -1.404 1.564 -0.90
C 2.020190 4.773615 -2.886097 0.009 1.112 -0.401 1.00
C 2.336227 3.403553 -3.317598 1.489 -0.131 0.743 0.48
C 3.470685 3.033199 -4.080322 -1.539 0.821 0.782 -0.74
C 3.662946 1.710320 -4.325334 0.245 -1.063 -0.309 -0.93
C 2.762979 0.761734 -3.827127 -0.136 -1.227 -0.512 -0.84
C 1.715065 1.063913 -2.986525 -0.185 0.659 0.374 -0.27
C 1.612005 2.421189 -2.667277 -1.709 -0.497 -0.277 0.26
H -2.533930 4.016968 -6.941980 0.583 -0.186 1.378 0.29
H -1.725638 1.691939 -6.168202 0.017 0.600 0.066 0.38
H -0.648885 1.434594 -3.991041 -0.014 -0.516 0.075 0.40
H -1.254963 5.515430 -3.034097 -0.017 0.340 -0.379 0.39
H -2.309772 5.940063 -5.293293 0.093 -0.248 -0.120 0.40
H 0.133727 6.215387 -0.479165 -0.974 0.057 0.281 0.49
H 0.974495 8.264010 -1.604361 -0.121 -0.027 0.139 0.45
H 2.556557 8.082976 -3.486892 -0.322 -0.753 0.759 0.29
H 3.106420 5.833660 -4.395353 0.668 0.206 -0.344 0.44
H 4.106848 3.816966 -4.420438 0.555 0.217 -0.417 0.49
H 4.502111 1.357453 -4.927904 -0.244 0.165 0.155 0.38
H 2.833243 -0.260508 -4.174749 0.351 -0.129 0.073 0.49
H 0.941108 0.333922 -2.616666 1.209 0.602 -0.388 0.44
```
Positions in Å, forces in eV/Å.

Its spin multiplicity is 2. The expectation value of S² is 0.763. The value obtained for the LUMO energy (spin up / spin down) is -1.43 / -1.43 eV. The HOMO energy (spin up / spin down) is -0.2675 / -0.2677 Ha.

Entry 4:
A molecular structure, C3H3CuO at a distorted geometry, computed with ωB97M-V/def2-TZVPD.

Geometry as XYZ:
```
8
Properties=species:S:1:pos:R:3:forces:R:3:mulliken_charge:R:1
C -1.011116 0.194853 -0.445999 0.694 -0.693 0.713 0.06
C -2.091205 -0.863049 0.051407 -0.118 -0.168 -0.068 -0.55
C -2.052258 0.597350 0.265106 0.309 0.086 -1.194 -0.47
H -1.918379 -1.553844 0.894098 0.205 0.252 -0.263 0.18
H -2.722641 -1.331829 -0.722818 0.053 0.206 0.214 0.15
H -2.675649 1.446892 0.547833 0.373 -0.274 0.088 0.27
O 2.466770 0.634517 0.781658 -0.633 -0.792 -1.474 -0.66
Cu 1.183767 -0.092608 -0.731157 -0.883 1.384 1.983 0.02
```
Positions in Å, forces in eV/Å.

Its spin multiplicity is 2. The expectation value of S² is 0.760. As for the total charge: -1. The value obtained for the LUMO energy (spin up / spin down) is 3.74 / 3.67 eV. The HOMO energy (spin up / spin down) is -0.1421 / -0.1356 Ha.

Number 1: electronic energy -1848.3402 Ha. Number 2: electronic energy -846.3520 Ha. Number 3: electronic energy -15123.4895 Ha. Number 4: electronic energy -1831.6402 Ha.